No. 1
C28H30Cl21N3O2S2 | ωB97M-V/def2-TZVPD

Summary:
LUMO energy in eV: -0.4
SMILES: CCCCCCCN1c2cc(N=C=S)ccc2Sc2c(CON=O)cccc21.ClC(Cl)Cl.ClC(Cl)Cl.ClC(Cl)Cl.ClC(Cl)Cl.ClC(Cl)Cl.ClC(Cl)Cl.ClC(Cl)Cl
Highest occupied orbital energy in eV: -8.524

```
! wB97M-V def2-TZVPD RIJCOSX def2/J DEFGRID3
* xyz 0 1
C -3.29 2.96 3.52
C -2.95 3.98 2.39
C -3.47 3.60 0.99
C -2.86 2.29 0.40
C -3.49 1.00 0.97
C -3.15 -0.30 0.17
C -1.64 -0.50 -0.07
N -1.20 -1.89 0.19
C -0.18 -2.37 -0.71
C -0.48 -3.33 -1.70
C 0.53 -3.81 -2.54
N 0.23 -4.85 -3.52
C 0.48 -5.94 -3.03
S 0.83 -7.32 -2.36
C 1.86 -3.34 -2.46
C 2.16 -2.38 -1.49
C 1.15 -1.92 -0.64
S 1.49 -0.73 0.67
C 0.51 -1.50 1.97
C 0.97 -1.61 3.29
C 2.32 -1.01 3.66
O 3.05 -1.85 4.58
N 4.35 -2.05 4.08
O 5.15 -1.48 4.72
C 0.15 -2.27 4.22
C -1.08 -2.81 3.82
C -1.53 -2.67 2.50
C -0.74 -2.02 1.55
H -4.25 2.47 3.32
H -3.31 3.41 4.52
H -2.50 2.20 3.54
H -3.39 4.94 2.69
H -1.86 4.13 2.40
H -4.57 3.61 0.96
H -3.16 4.42 0.32
H -1.79 2.28 0.65
H -3.01 2.33 -0.69
H -3.15 0.83 2.00
H -4.58 1.12 1.00
H -3.62 -1.14 0.70
H -3.68 -0.21 -0.79
H -1.42 -0.23 -1.11
H -1.07 0.23 0.53
H -1.50 -3.71 -1.74
H 2.62 -3.74 -3.14
H 3.17 -1.99 -1.37
H 2.97 -0.83 2.80
H 2.12 -0.04 4.13
H 0.47 -2.39 5.26
H -1.64 -3.33 4.59
H -2.48 -3.09 2.17
C 0.33 -1.48 -5.85
Cl 1.95 -1.13 -6.47
Cl 0.38 -1.70 -4.09
Cl -0.80 -0.21 -6.34
H 0.00 -2.41 -6.29
C -3.75 4.16 -4.92
Cl -2.93 2.61 -5.10
Cl -5.49 3.98 -5.20
Cl -3.44 4.82 -3.32
H -3.36 4.86 -5.66
C -1.30 7.71 3.64
Cl -1.63 7.48 5.36
Cl -0.51 6.29 2.96
Cl -2.78 8.09 2.76
H -0.62 8.55 3.54
C 8.56 0.17 4.90
Cl 8.86 0.17 6.64
Cl 8.87 1.77 4.21
Cl 9.55 -1.05 4.09
H 7.51 -0.07 4.73
C -3.10 -8.48 -2.75
Cl -2.90 -10.24 -2.81
Cl -4.32 -7.95 -3.91
Cl -3.53 -7.97 -1.11
H -2.15 -8.02 -3.01
C -3.08 8.07 -7.52
Cl -2.65 7.99 -9.23
Cl -3.71 6.52 -6.95
Cl -1.68 8.56 -6.55
H -3.85 8.82 -7.39
C 10.33 -3.33 0.76
Cl 10.84 -3.21 -0.92
Cl 9.52 -4.86 1.06
Cl 11.71 -3.12 1.85
H 9.62 -2.53 0.96
*
```

=====

No. 2
C4H13NOS | ωB97M-V/def2-TZVPD

Summary:
LUMO energy in eV: 1.0
SMILES: CN[C@@H](C)CS.O
Highest occupied orbital energy in eV: -8.846
ΔE to the lowest compared entry with this formula, charge and spin in eV: 0.954

```
! wB97M-V def2-TZVPD RIJCOSX def2/J DEFGRID3
* xyz 0 1
C -0.65 -0.68 1.57
N -0.07 -0.87 0.23
C 1.24 -0.24 0.03
C 1.09 0.79 -1.11
S 2.27 2.24 -1.09
C 2.31 -1.26 -0.27
H -1.36 -1.49 1.71
H -1.12 0.29 1.68
H 0.11 -0.84 2.35
H 0.03 -1.88 0.12
H 1.49 0.29 0.96
H 0.13 1.28 -1.11
H 1.26 0.27 -2.04
H 2.95 1.87 -2.19
H 3.34 -0.92 -0.34
H 2.11 -1.80 -1.20
H 2.24 -2.05 0.49
H -7.58 -1.14 1.66
H -7.11 -2.45 2.07
O -6.98 -1.82 1.38
*
```

=====

No. 3
C24H24N2O2S | ωB97M-V/def2-TZVPD

Summary:
LUMO energy in eV: -0.3
Highest occupied orbital energy in eV: -7.536
ΔE to the lowest compared entry with this formula, charge and spin in eV: 5.350

```
! wB97M-V def2-TZVPD RIJCOSX def2/J DEFGRID3
* xyz 0 1
C 3.85 0.29 2.82
N 2.52 -0.23 2.45
C 2.42 -1.67 2.24
C 1.48 0.60 2.20
C 0.11 0.25 2.58
C -0.32 -0.94 3.23
C -1.68 -1.18 3.40
C -2.63 -0.21 3.10
C -4.07 -0.48 3.37
C -2.21 0.98 2.52
C -0.87 1.21 2.26
H 4.60 -0.42 2.45
H 4.00 1.29 2.38
H 3.96 0.36 3.91
H 3.33 -1.98 1.71
H 2.40 -2.23 3.19
H 1.53 -1.94 1.64
H 1.71 1.67 2.26
H 0.40 -1.67 3.62
H -2.03 -2.13 3.80
H -4.68 0.38 3.12
H -4.45 -1.33 2.80
H -4.24 -0.70 4.42
H -2.96 1.72 2.24
H -0.58 2.14 1.79
C 3.12 5.83 1.40
C 1.90 5.37 1.91
C 1.12 4.50 1.16
C 1.72 3.84 0.08
S 0.86 2.47 -0.65
C 1.69 1.05 -0.02
C 1.37 -0.11 -0.87
C 2.24 -1.22 -0.81
C 2.02 -2.36 -1.57
C 1.01 -2.36 -2.55
C 0.98 -3.42 -3.54
N 0.99 -4.21 -4.40
C 0.14 -1.27 -2.63
C 0.27 -0.19 -1.76
O -0.49 2.49 -0.11
O 1.00 2.67 -2.08
C 2.93 4.30 -0.46
C 3.62 5.31 0.20
H 3.67 6.61 1.93
H 1.53 5.69 2.89
H 0.07 4.34 1.40
H 2.77 1.27 0.09
H 3.13 -1.14 -0.18
H 2.63 -3.25 -1.41
H -0.66 -1.28 -3.37
H -0.49 0.59 -1.84
H 3.31 3.88 -1.40
H 4.54 5.71 -0.23
*
```

=====

No. 4
C4H7FI2 | ωB97M-V/def2-TZVPD

Summary:
LUMO energy (spin up / spin down) in eV: -1.6 / -0.2
Highest occupied orbital energy (spin up / spin down) in eV: -7.536 / -8.819
ΔE to the lowest compared entry with this formula, charge and spin in eV: 4.053

```
! wB97M-V def2-TZVPD RIJCOSX def2/J DEFGRID3
* xyz 0 1
C 0.75 -1.22 -0.61
C 1.24 1.29 -0.13
C 1.26 -0.09 0.28
C -2.25 -0.21 0.96
F 1.61 2.08 0.90
I -2.49 1.67 0.00
I -2.64 -1.85 -0.23
H 1.28 -1.26 -1.70
H -0.35 -1.03 -0.74
H 0.92 -2.06 -0.08
H 0.27 1.52 -0.61
H 1.82 1.48 -1.11
H 1.54 -0.21 1.30
H -2.95 -0.11 1.77
*
```

=====

Number 1: electronic energy -322724.3085 eV. Number 2: electronic energy -18731.0573 eV. Number 3: electronic energy -43184.5625 eV. Number 4: electronic energy -23175.2980 eV.